Record 1
This record from the Open Molecules 2025 dataset describes a cluster of 12 separate species, C48H60F18N6O12 in total. The level of theory is ωB97M-V/def2-TZVPD.

```
144
Properties=species:S:1:pos:R:3:mulliken_charge:R:1
N 2.60233 0.17728 -3.72739 0.162
C 2.41761 0.87924 -2.56132 -0.316
C 2.26543 2.23463 -2.87859 -0.591
C 2.25283 2.35208 -4.26680 -0.527
C 2.42507 1.05465 -4.81085 -0.977
H 2.71874 -0.81931 -3.82907 0.277
H 2.37783 0.54020 -1.56324 0.349
H 2.04431 3.03363 -2.17610 0.692
H 2.09044 3.23848 -4.83086 0.498
H 2.45177 0.68272 -5.83761 0.436
N -0.78579 0.57894 -3.92011 1.038
C -1.73753 -0.43613 -3.54932 -0.746
C -2.34843 -0.89619 -4.67233 -0.307
C -1.92258 -0.06157 -5.74053 -1.498
C -0.90325 0.76577 -5.26090 -0.301
H -0.24331 1.14517 -3.33583 -0.095
H -1.58620 -0.97484 -2.65302 0.584
H -3.11394 -1.65466 -4.71422 0.559
H -2.24504 -0.06984 -6.76593 0.411
H -0.27982 1.52215 -5.78903 0.445
N 4.29116 -3.62834 -1.69220 0.159
C 5.38186 -2.82528 -1.49068 -0.534
C 5.82683 -2.95898 -0.21000 -0.293
C 4.97525 -3.94168 0.35097 -0.700
C 3.97955 -4.29083 -0.50751 -0.596
H 3.96504 -3.87167 -2.61002 0.227
H 5.77969 -2.24522 -2.26406 0.543
H 6.65935 -2.34461 0.27996 0.332
H 5.17999 -4.25493 1.36272 0.449
H 3.17805 -5.07448 -0.50194 0.347
N 1.39299 4.66428 4.73585 0.173
C 2.07440 4.68409 3.53149 -1.168
C 2.04675 3.44430 3.03349 0.042
C 1.28902 2.61098 3.89688 0.386
C 0.90980 3.40635 4.97246 -1.556
H 1.21446 5.44423 5.33677 0.203
H 2.48658 5.60315 3.12965 0.433
H 2.33054 3.01119 2.05860 0.480
H 1.09551 1.52796 3.71247 0.554
H 0.35618 3.18849 5.85516 0.470
N 0.51887 -2.52808 -5.45452 0.220
C 0.54171 -3.58243 -6.30883 -0.629
C 1.31426 -4.57297 -5.65672 -0.963
C 1.55283 -4.17827 -4.37769 -0.633
C 1.03261 -2.91072 -4.21533 -0.540
H -0.11941 -1.74198 -5.54125 0.233
H 0.11660 -3.64334 -7.32123 0.403
H 1.53416 -5.54218 -6.04576 0.423
H 2.11110 -4.84847 -3.72037 0.495
H 0.97512 -2.13192 -3.48258 0.944
N 2.38561 -1.55145 0.36273 1.272
C 1.23968 -1.98626 -0.21189 -1.780
C 0.26100 -1.05147 0.12923 -0.006
C 0.83947 -0.05825 0.92238 1.616
C 2.15885 -0.40581 1.05612 -2.570
H 3.21200 -2.12518 0.49452 0.004
H 1.15842 -2.81648 -0.91370 0.397
H -0.78685 -1.10588 -0.17244 0.491
H 0.39661 0.74660 1.49776 -0.034
H 2.82759 0.16171 1.65752 0.581
C -3.73370 -5.48784 -3.37230 -1.390
C -2.45765 -4.68268 -3.16063 0.350
O -1.73206 -5.10225 -1.95306 -0.224
C -1.00980 -6.21642 -2.15425 0.336
O -1.03282 -6.93921 -3.10593 -0.537
C -0.19938 -6.50071 -0.85905 0.835
F 0.62244 -7.54402 -1.06379 -0.256
F 0.51225 -5.44493 -0.53529 -0.149
F -0.99482 -6.74653 0.23841 -0.266
H -4.28014 -5.05835 -4.23013 0.390
H -4.33616 -5.46411 -2.47015 0.347
H -3.59174 -6.55373 -3.58929 0.352
H -2.65989 -3.62154 -3.04673 0.056
H -1.79659 -4.71185 -4.00155 0.160
C -0.99900 -3.56768 3.55344 -1.164
C 0.53352 -3.49912 3.46613 0.220
O 1.20569 -3.87829 4.69467 -0.370
C 1.28551 -3.00071 5.62731 0.402
O 0.59384 -2.06194 5.75217 -0.468
C 2.31343 -3.28282 6.69529 0.796
F 1.81450 -4.08873 7.63423 -0.243
F 3.46586 -3.87054 6.12664 -0.263
F 2.71125 -2.16248 7.27579 -0.229
H -1.37979 -3.23700 2.60845 0.311
H -1.46585 -2.87348 4.32592 0.249
H -1.31843 -4.56913 3.79217 0.398
H 0.94012 -2.50913 3.05804 0.041
H 0.81207 -4.20952 2.69862 0.281
C 4.72388 5.19535 -1.62964 -1.299
C 5.16787 3.76830 -1.81579 -0.163
O 4.94944 3.10188 -0.52747 -0.097
C 5.67655 1.97291 -0.44853 0.354
O 6.35849 1.49307 -1.31705 -0.565
C 5.65628 1.28418 0.89236 0.887
F 5.31089 -0.04862 0.83785 -0.204
F 6.90931 1.32448 1.41245 -0.292
F 4.89012 1.81262 1.83761 -0.235
H 4.61804 5.62208 -2.58226 0.426
H 5.50177 5.75153 -1.09678 0.359
H 3.76130 5.16556 -1.07324 0.236
H 6.22789 3.60074 -2.05795 0.489
H 4.59226 3.23673 -2.56183 0.173
C -2.39667 0.17065 3.16365 -0.999
C -2.66763 1.67285 3.15586 0.623
O -3.95444 1.94889 3.97994 -0.418
C -4.07411 3.14292 4.43409 0.372
O -3.40813 4.10006 4.19067 -0.506
C -5.34356 3.20789 5.35823 0.833
F -5.67354 4.42027 5.78961 -0.262
F -6.45758 2.72504 4.79827 -0.236
F -5.10307 2.41735 6.47087 -0.279
H -1.50000 0.05882 2.55702 -0.183
H -3.24446 -0.45094 2.77056 0.340
H -2.15438 -0.11179 4.20387 0.505
H -2.85548 2.12447 2.16138 -0.130
H -1.96510 2.23675 3.70523 0.150
C -2.15540 6.13961 2.16096 -1.392
C -1.13995 4.95862 2.15609 0.489
O -1.57449 4.00993 1.07579 0.284
C -1.37865 4.37049 -0.20207 -0.106
O -0.95415 5.38622 -0.71171 -0.550
C -1.86537 3.32125 -1.10793 0.869
F -3.16090 3.42136 -1.35919 -0.245
F -1.13548 3.34122 -2.25512 -0.223
F -1.66222 2.07202 -0.57642 -0.095
H -3.15763 5.79212 2.02849 0.223
H -1.96173 6.84274 1.35048 0.436
H -2.10987 6.69720 3.12990 0.390
H -1.32972 4.40479 3.07704 -0.164
H -0.11317 5.23808 1.93969 0.267
C -5.99847 3.49391 0.94422 -1.004
C -6.38054 2.09318 1.44977 -0.279
O -5.43508 1.17120 0.87655 -0.260
C -5.77258 0.57702 -0.26371 0.058
O -6.80256 0.76521 -0.89246 -0.597
C -4.70910 -0.43908 -0.52705 1.142
F -3.53584 -0.23345 -0.00183 -0.082
F -5.23075 -1.60540 0.05055 -0.317
F -4.59429 -0.70795 -1.84803 -0.225
H -6.10638 3.53461 -0.13094 0.406
H -4.96933 3.72973 1.15033 0.047
H -6.68622 4.21035 1.37980 0.437
H -7.39213 1.86772 1.18269 0.507
H -6.22036 1.91940 2.51504 0.172
```

**HOMO energy**: -8.41 eV
**Orbital gap**: 0.325 hartree



Record 2
This record from the Open Molecules 2025 dataset describes a structure of composition C48H68ClCoGeN4O3P3. The level of theory is ωB97M-V/def2-TZVPD.

```
129
Properties=species:S:1:pos:R:3:mulliken_charge:R:1
Co -0.02950 -0.44590 -0.46719 -1.017
C -0.21238 1.52391 5.56786 -1.623
C -1.18641 0.76844 4.66422 0.309
C -2.38422 1.65651 4.32518 -1.630
P -0.42900 -0.01076 3.15436 1.011
C 0.35062 1.44573 2.29713 -0.635
N -0.66589 2.19355 1.53659 1.410
Ge -1.48812 1.32410 -0.05155 -0.576
N -1.71069 2.08548 -1.74591 1.110
C -1.05137 1.58337 -2.92606 -3.536
P 0.26175 0.39170 -2.53326 1.319
C 0.16596 -0.83469 -3.89636 0.835
C -0.08340 -0.25956 -5.29749 -1.635
C 1.38562 -1.76776 -3.91624 -1.521
C 1.81738 1.35700 -2.67259 1.168
C 2.14728 1.86686 -4.07634 -1.413
C 1.75395 2.51864 -1.66043 -1.335
C -2.66296 3.07340 -2.00127 0.871
C -3.03481 3.49516 -3.28296 -0.856
C -4.05265 4.42903 -3.44814 -0.952
C -4.73217 4.94859 -2.35685 -1.075
C -4.35165 4.55056 -1.08216 -0.240
C -3.31183 3.65631 -0.92168 0.037
N -2.77207 3.21203 0.36399 1.381
C -1.86651 4.15643 0.98817 -0.387
C -1.99964 5.52720 0.95059 -0.192
C -1.12559 6.32652 1.67833 -1.032
C -0.11513 5.73988 2.43971 -0.924
C 0.06256 4.37080 2.44121 -0.750
C -0.79522 3.54473 1.67980 0.408
C -3.82390 2.70836 1.26196 0.356
C -4.57524 3.51920 2.08392 -0.077
C -5.63297 2.98105 2.81014 -1.145
C -5.91378 1.62970 2.67956 -0.859
C -5.11654 0.80352 1.88974 -0.512
C -4.02992 1.33095 1.19040 0.050
N -3.10112 0.55174 0.49326 1.064
C -3.17261 -0.87334 0.75790 -2.528
P -1.81888 -1.77459 -0.08293 0.250
C -1.41421 -3.19999 1.00286 2.921
C -2.59710 -3.76855 1.79353 -1.611
C -0.66643 -4.30017 0.23212 -1.531
C -2.59906 -2.40620 -1.62459 0.475
C -3.19667 -1.21581 -2.39042 -1.701
C -3.66597 -3.48868 -1.44987 -1.443
C 1.03676 -0.84258 3.90453 0.228
C 0.55826 -1.82585 4.97553 -1.718
C 1.86929 -1.56819 2.85220 -0.559
H -0.75084 1.89478 6.44468 0.522
H 0.20590 2.40060 5.06158 0.195
H 0.61472 0.91122 5.93016 0.349
H -1.57144 -0.09411 5.21288 0.716
H -2.07165 2.58433 3.84057 0.177
H -2.91338 1.93053 5.24290 0.613
H -3.09935 1.15929 3.66920 0.299
H 1.11504 1.05329 1.62280 -1.241
H 0.84175 2.06991 3.03382 0.807
H -0.59145 2.40434 -3.48556 1.009
H -1.75534 1.09655 -3.60879 1.058
H -0.70914 -1.42644 -3.61106 -0.170
H 0.84170 0.09273 -5.75267 0.362
H -0.80300 0.55995 -5.32041 0.251
H -0.47696 -1.05298 -5.93629 0.513
H 2.29640 -1.20873 -4.16441 0.262
H 1.24931 -2.52707 -4.69178 0.550
H 1.53809 -2.27679 -2.96548 0.170
H 2.60566 0.66792 -2.36171 -0.290
H 1.29879 2.34446 -4.57066 0.201
H 2.51026 1.07182 -4.72825 0.369
H 2.93881 2.61521 -3.99768 0.479
H 0.93996 3.21037 -1.90317 0.272
H 2.69033 3.08180 -1.69520 0.658
H 1.61730 2.16580 -0.63905 -0.050
H -2.54728 3.08555 -4.15713 0.524
H -4.32500 4.73882 -4.45097 0.411
H -5.54571 5.65112 -2.48921 0.444
H -4.88615 4.92887 -0.21718 0.526
H -2.78152 5.98117 0.35675 0.547
H -1.24222 7.40353 1.66057 0.424
H 0.55238 6.36370 3.02226 0.437
H 0.88183 3.94314 3.00033 0.581
H -4.33435 4.57417 2.17291 0.530
H -6.23202 3.61480 3.45252 0.451
H -6.75183 1.19842 3.21585 0.413
H -5.33235 -0.25603 1.84244 0.403
H -4.12127 -1.29421 0.41080 0.916
H -3.09516 -1.08667 1.82769 0.822
H -0.71755 -2.75961 1.71831 -1.541
H -3.38984 -4.14735 1.14793 0.273
H -3.03197 -3.04013 2.47909 0.341
H -2.23881 -4.60670 2.39719 0.527
H -1.33641 -4.85416 -0.42934 0.299
H -0.25161 -5.01478 0.94703 0.513
H 0.15556 -3.90580 -0.36267 0.239
H -1.76506 -2.82123 -2.19909 0.514
H -4.15130 -0.91430 -1.95189 0.391
H -3.38101 -1.49660 -3.43110 0.486
H -2.55599 -0.33630 -2.37941 0.450
H -4.46062 -3.16751 -0.77073 0.248
H -3.26400 -4.43175 -1.08406 0.312
H -4.13243 -3.68548 -2.41936 0.467
H 1.66494 -0.07992 4.37056 0.740
H -0.18413 -2.52335 4.56405 0.244
H 0.11255 -1.33383 5.83958 0.324
H 1.40275 -2.42157 5.33267 0.498
H 1.26780 -2.31942 2.32054 -0.040
H 2.70368 -2.09296 3.32452 0.607
H 2.28646 -0.88760 2.11485 -0.375
C 6.55136 -1.23791 -1.43893 -1.651
C 6.02267 0.05110 -0.85096 1.062
C 6.55967 1.27124 -1.26181 -0.770
C 6.15782 2.45882 -0.68034 0.103
Cl 6.84435 3.96021 -1.23243 -0.225
C 5.23255 2.46522 0.35093 -0.739
C 4.68191 1.26155 0.75880 -0.148
C 5.05019 0.07834 0.14375 0.389
O 4.47586 -1.09728 0.61359 -0.586
C 3.64055 -1.74894 -0.31651 -1.242
C 2.24307 -1.19830 -0.29131 0.311
O 2.02170 0.00084 0.01963 0.102
O 1.26919 -1.93284 -0.67405 -0.133
H 7.58629 -1.10689 -1.75418 0.499
H 5.98876 -1.55638 -2.32134 0.262
H 6.52051 -2.04798 -0.70982 0.355
H 7.32327 1.28731 -2.03232 0.480
H 4.94931 3.39686 0.82333 0.472
H 3.95626 1.22817 1.56272 0.435
H 3.60876 -2.81297 -0.10722 0.430
H 4.00281 -1.61767 -1.33971 0.373
```

**HOMO energy (spin up / spin down)**: -9.46 / -9.46 eV
**Orbital gap (spin up / spin down)**: 0.206 / 0.202 hartree
**Charge**: +1



Number 1: total energy -4894.0401 a.u.. Number 2: total energy -7258.4348 a.u..